Computed, not measured: a 10-piece molecular cluster, C36H93N9O4 overall at a distorted geometry, with ωB97M-V with the def2-TZVPD basis set.

```
142
Properties=species:S:1:pos:R:3:forces:R:3:mulliken_spin:R:1
N -4.035625 0.835838 -2.164164 -1.079 0.906 -1.436 0.006
H -3.203466 0.420084 -2.557563 0.933 -0.520 0.336 -0.004
H -4.300465 1.641396 -2.712822 -0.346 0.178 0.101 0.001
H -3.814708 1.059771 -1.204391 1.511 0.675 1.781 -0.011
H -4.801209 0.185419 -2.059583 -1.363 -0.947 -0.626 -0.001
N 3.740260 0.321180 -2.587451 0.557 2.646 -1.701 0.013
H 4.420731 0.987996 -2.922730 1.447 0.027 0.413 0.000
H 4.013366 -0.581446 -2.949098 0.242 -1.604 -0.180 -0.002
H 3.011503 0.773300 -3.120932 -1.418 -0.759 0.372 -0.005
H 3.608873 0.465476 -1.596479 -1.092 -0.619 1.863 0.000
N -0.339674 0.893339 -4.295853 0.218 0.575 -2.728 0.016
H -0.259986 0.071837 -4.877982 0.768 -0.227 -0.497 -0.002
H 0.496356 1.454801 -4.218892 0.284 -0.209 0.323 -0.004
H -0.735461 0.485710 -3.460817 -1.350 -0.703 3.463 -0.006
H -1.040157 1.452990 -4.760850 -0.393 0.428 0.079 0.002
N 3.853150 -0.546739 2.843115 1.057 0.643 -0.462 0.004
H 3.956390 -0.034144 3.707237 -0.661 -0.145 0.344 0.001
H 2.961365 -0.462821 2.376452 -2.044 1.289 -0.266 -0.012
H 3.989560 -1.546406 2.889396 0.647 -1.502 0.561 -0.002
H 4.537174 -0.161031 2.207943 0.128 0.057 -0.419 0.002
C -0.856203 0.596217 1.395084 -3.363 -0.031 -4.667 -0.099
C -1.688592 0.575654 0.137637 4.752 0.293 0.543 0.250
C -0.934677 0.207438 -1.205747 3.837 0.650 7.086 0.294
O -1.603866 -0.038744 -2.201836 -1.734 -0.677 -5.597 0.135
C 0.561512 0.046435 -1.080770 -4.867 0.562 -1.427 -0.232
C 1.223815 0.136571 0.100635 1.281 0.574 0.689 0.265
C 0.498826 0.402529 1.368168 -0.315 -0.857 1.987 0.123
O 1.009478 0.335556 2.550741 2.583 -0.286 -0.501 0.102
O 2.520841 0.023748 0.057863 1.438 -0.218 0.633 0.101
O -2.841691 1.035970 0.110150 -2.117 -0.009 -0.188 0.112
H -1.475262 0.765086 2.263786 0.514 0.065 0.358 -0.015
H 1.103768 -0.195212 -1.982968 0.183 -0.217 -0.279 -0.046
C 0.844431 6.691090 1.662273 1.154 0.267 -1.529 0.000
C 0.723907 6.325091 0.104190 -0.776 1.266 2.176 0.000
N 0.893907 4.955248 -0.246406 -0.113 -1.131 -0.230 -0.003
C 2.106433 4.289319 0.248869 -0.359 1.517 0.380 -0.003
C 2.583880 3.283912 -0.742528 1.366 -0.812 0.086 0.008
C -0.244257 4.112452 0.066974 -1.392 -0.668 -0.058 -0.008
C -1.561908 4.541104 -0.608948 1.007 0.699 -0.233 -0.006
H 1.899380 6.777714 1.922461 0.137 -0.363 0.225 0.000
H 0.361311 5.988008 2.340776 -0.180 0.126 -0.205 0.000
H 0.498512 7.718346 1.777122 -0.472 -0.144 0.205 0.000
H -0.284281 6.691277 -0.089608 -0.162 -0.576 -0.575 0.000
H 1.328755 6.990754 -0.511551 0.534 -0.118 0.219 0.000
H 2.849692 5.055934 0.467881 0.273 0.116 -0.440 0.000
H 1.952280 3.873717 1.244670 -0.341 -0.539 0.088 0.002
H 3.241056 3.722629 -1.493353 -0.597 0.429 -0.590 0.002
H 3.292628 2.605933 -0.267000 -0.228 -0.424 0.409 0.000
H 1.766411 2.676619 -1.131164 0.076 0.077 -0.196 0.004
H -0.452589 3.967376 1.127004 0.146 0.636 0.666 -0.010
H -0.064717 3.060253 -0.153842 0.417 0.002 -0.707 0.025
H -2.277123 3.724576 -0.708167 -0.019 0.129 0.333 0.004
H -1.323172 4.951135 -1.590269 0.065 -0.342 -0.442 -0.002
H -1.954330 5.432312 -0.119198 -0.543 -0.374 0.354 0.000
C 6.455883 -1.553870 -2.088382 0.555 0.585 0.538 0.000
C 5.763059 -2.766586 -2.696043 -0.346 1.477 2.222 0.000
N 4.777056 -2.298048 -3.695577 3.118 0.958 0.215 -0.001
C 3.623069 -3.111264 -3.765009 -1.558 -0.385 1.720 -0.001
C 2.656447 -2.682394 -2.546976 0.728 -2.199 -1.369 -0.010
C 5.528549 -2.166857 -4.954487 -0.425 0.625 0.706 0.000
C 4.824930 -1.193417 -5.839888 -0.060 -0.436 -1.650 0.001
H 7.295852 -1.914407 -1.494612 0.280 0.223 -0.106 0.000
H 5.874292 -0.954577 -1.387895 -0.613 -0.379 0.189 0.000
H 6.796158 -0.781925 -2.778608 0.390 -0.397 -0.464 0.000
H 6.571750 -3.479512 -2.856834 -0.284 -0.323 -1.619 0.000
H 5.309690 -3.211894 -1.810456 -0.798 -0.199 -0.236 0.000
H 3.094725 -3.052984 -4.716617 0.083 0.286 -0.007 0.000
H 3.999401 -4.129855 -3.670331 -0.709 -0.559 0.127 0.000
H 2.026723 -3.552667 -2.362096 -0.530 0.175 -0.146 0.001
H 3.204927 -2.633389 -1.606302 0.130 0.708 -0.166 0.004
H 2.027472 -1.819780 -2.766944 0.268 -0.098 0.184 0.011
H 5.668580 -3.160679 -5.379698 -0.003 -0.021 -0.467 0.000
H 6.516250 -1.723223 -4.829054 0.088 -0.401 0.826 0.000
H 4.408394 -0.301782 -5.371284 0.077 -0.174 0.368 0.000
H 4.043897 -1.733799 -6.374748 -0.209 0.479 -0.267 0.000
H 5.581168 -0.848376 -6.544973 -0.380 0.126 -0.439 0.000
C -4.778635 -2.216660 -3.455599 0.698 -0.710 0.531 -0.014
C -5.753111 -2.280851 -2.210833 0.185 0.757 -2.999 0.001
N -6.324768 -0.868122 -2.074581 0.971 -1.752 1.648 0.003
C -6.917767 -0.885893 -0.687568 -0.552 2.199 -1.051 0.001
C -7.482358 0.500428 -0.308006 0.046 -0.324 0.313 0.000
C -7.214096 -0.423794 -3.177549 -0.116 -0.012 -0.052 0.000
C -8.505950 -1.223922 -3.353508 0.361 0.111 0.498 0.000
H -4.320372 -3.097952 -3.904390 -0.663 -1.087 0.707 -0.001
H -3.852146 -1.790165 -3.071121 -0.088 0.883 -0.282 0.011
H -5.133552 -1.778980 -4.388638 -0.322 0.772 0.534 0.000
H -6.537531 -3.025769 -2.344607 -0.269 0.039 -0.190 0.000
H -5.189593 -2.662727 -1.359526 -0.012 0.855 0.256 0.000
H -7.707205 -1.637089 -0.711988 0.045 -0.186 0.720 0.000
H -6.158507 -1.009900 0.084600 0.263 -0.941 -0.530 0.000
H -6.798469 1.312633 -0.554391 -0.039 -0.021 -0.726 0.000
H -8.489180 0.652191 -0.697085 0.123 0.344 0.028 0.000
H -7.472201 0.618332 0.775547 -0.552 -0.394 0.144 0.000
H -6.658010 -0.361717 -4.112971 0.288 -0.349 0.120 0.000
H -7.504405 0.612530 -3.004734 0.200 0.105 0.377 0.000
H -8.273619 -2.277300 -3.196861 -0.433 -0.043 0.058 0.000
H -9.001854 -1.122561 -4.318869 0.264 0.187 -0.031 0.000
H -9.175542 -0.825485 -2.591289 -0.356 -0.585 0.022 0.000
C 4.268477 -5.956771 2.840352 -0.428 -0.409 -0.647 0.000
C 4.175918 -4.522938 3.396565 1.032 -0.664 0.179 0.000
N 4.262871 -3.395461 2.409292 -0.398 -1.496 -0.355 -0.002
C 5.511415 -3.455475 1.619456 1.319 -0.309 0.926 0.001
C 6.757605 -3.556680 2.550869 -0.785 0.604 -0.654 0.000
C 3.162824 -3.553395 1.434521 -1.187 0.555 0.342 -0.010
C 1.708071 -3.449361 2.036647 0.620 0.432 -0.311 -0.004
H 5.220054 -6.182376 2.359004 0.090 0.321 -0.178 0.000
H 3.480762 -6.217602 2.133548 -0.040 0.255 -0.200 0.000
H 4.178493 -6.759923 3.571747 -0.033 0.473 0.626 0.000
H 3.296466 -4.429033 4.033620 0.056 0.272 -0.244 0.000
H 5.056502 -4.476055 4.037240 -0.241 0.523 0.282 0.000
H 5.541567 -2.599964 0.944696 0.046 0.436 0.275 0.000
H 5.638727 -4.294271 0.935122 -0.795 -0.517 -0.113 0.000
H 6.577989 -2.846535 3.358043 0.471 -0.109 0.245 0.000
H 7.677420 -3.314360 2.018572 -0.078 0.176 -0.009 0.000
H 6.882173 -4.570160 2.932218 -0.118 0.141 0.128 0.000
H 3.297267 -2.751920 0.708114 -0.267 0.312 -0.044 0.007
H 3.325374 -4.459523 0.850905 -0.258 -0.360 0.114 0.001
H 1.445444 -2.423060 2.293183 0.282 0.323 -0.069 0.002
H 0.947851 -3.719086 1.303567 0.218 -0.237 -0.142 0.001
H 1.497408 -3.998303 2.954470 0.371 -0.416 -0.206 0.000
C -5.686757 2.946480 3.713745 1.419 0.215 -0.042 0.000
C -4.191306 2.439631 3.679321 -0.503 0.569 0.512 -0.001
N -3.575193 2.494550 4.988147 1.250 -1.581 2.684 0.000
C -4.258014 1.699538 6.045981 -1.083 -0.492 -0.355 0.000
C -4.567954 0.178384 5.763328 0.874 1.059 -0.190 0.000
C -2.135000 2.033825 4.988409 -0.510 0.610 -1.896 0.000
C -1.171557 3.012014 4.302281 0.361 -0.089 0.835 -0.002
H -6.501590 2.274009 3.981961 0.415 -0.611 -0.284 0.000
H -5.853549 3.377603 2.726622 -0.434 0.071 0.115 0.000
H -5.750931 3.716011 4.483031 0.146 0.362 -0.239 0.000
H -4.070235 1.486862 3.163891 -0.194 -0.427 -0.028 0.001
H -3.552212 3.133473 3.133211 -0.545 0.163 -0.558 0.000
H -3.708699 1.705421 6.987427 0.251 0.589 -0.233 0.000
H -5.227122 2.154735 6.250247 0.047 0.316 0.020 0.000
H -3.996939 -0.427415 6.466913 -0.208 -0.208 -0.068 0.000
H -5.635177 -0.027116 5.846451 0.146 -0.137 -0.114 0.000
H -4.187601 -0.031367 4.763606 -0.293 -0.401 -0.070 0.000
H -2.059989 1.116940 4.403776 -0.100 -0.427 -0.155 0.000
H -1.707944 1.749844 5.950219 -0.652 0.461 0.374 0.000
H -0.196987 2.524677 4.330575 0.119 -0.108 -0.459 0.000
H -1.018991 3.917625 4.889371 -0.387 0.216 -0.005 0.000
H -1.412466 3.277991 3.273051 -0.075 -0.179 0.066 0.000
```
Positions in Å, forces in eV/Å.

Lowest unoccupied orbital energy (spin up / spin down) in eV: -3.22 / -3.26
Net charge: +1
DFT total energy in eV: -60427.9676
Spin multiplicity: 2
<S²>: 0.778
Gap between HOMO and LUMO (spin up / spin down) in Ha: 0.1058 / 0.1540